# 1
A structure of composition C16H31N3P2Ru. Source: the Open Molecules 2025 dataset; level of theory: the ωB97M-V functional and the def2-TZVPD basis.

```
! wB97M-V def2-TZVPD RIJCOSX def2/J DEFGRID3
* xyz 3 2
Ru -0.1691 -0.3659 -0.3694
C -1.8952 -2.6075 0.7028
C -2.7921 -1.5262 0.1477
N -2.1863 -0.9698 -1.0887
C -2.1549 -1.8722 -2.2557
C -0.9288 -1.5410 -3.0631
N 0.2437 -1.3757 -2.1701
C 0.9070 -2.6283 -1.7042
C 0.1082 -3.3313 -0.6432
N -0.4481 -2.3434 0.3547
H -2.1506 -3.6036 0.3456
H -2.0182 -2.6281 1.7848
H -2.8579 -0.7030 0.8564
H -3.8070 -1.9060 0.0036
H -2.6915 -0.1247 -1.3333
H -3.0423 -1.7355 -2.8752
H -2.1679 -2.9024 -1.9152
H -1.0678 -0.5953 -3.5888
H -0.7306 -2.3107 -3.8117
H 0.9555 -0.8642 -2.6854
H 1.8719 -2.3274 -1.2962
H 1.1075 -3.3110 -2.5344
H 0.7765 -4.0332 -0.1423
H -0.7084 -3.9251 -1.0394
H 0.0894 -2.4396 1.2122
C -2.6223 2.2384 1.0816
P -1.0279 1.6983 0.4497
C -0.7305 2.8166 -0.9621
C 0.2491 1.9307 1.7158
C -0.0845 2.4729 2.9556
C 0.8909 2.6574 3.9273
C 2.2018 2.2802 3.6795
C 2.5415 1.6947 2.4645
C 1.5811 1.5034 1.4784
P 1.9935 0.7027 -0.0945
C 2.7305 1.9611 -1.1635
C 3.3286 -0.4755 0.2228
H -2.9601 1.6587 1.9396
H -3.3705 2.1712 0.2913
H -2.5029 3.2878 1.3610
H -0.3321 3.7672 -0.6004
H -1.6855 3.0135 -1.4542
H -0.0542 2.3964 -1.7042
H -1.0991 2.7784 3.1749
H 0.6229 3.0976 4.8784
H 2.9615 2.4287 4.4354
H 3.5660 1.3837 2.3046
H 3.6393 2.2937 -0.6573
H 2.0704 2.8116 -1.3081
H 3.0020 1.5471 -2.1358
H 4.2187 0.0467 0.5762
H 3.5997 -0.9746 -0.7096
H 3.0295 -1.2175 0.9615
*
```

Results
Lowest unoccupied orbital energy (spin up / spin down): -0.4288 / -0.4264 Ha
Kohn-Sham gap (spin up / spin down): 6.529 / 6.857 eV
Calculated total energy: -42698.764 eV
⟨S²⟩: 0.761
Energy above the lowest of the compared OMol25 structures with the same formula, charge and spin: 0.703 eV
HOMO energy (spin up / spin down): -18.197 / -18.459 eV

=====

# 2
An isolated molecule of C16H31NO2. Source: the Open Molecules 2025 dataset; level of theory: the ωB97M-V functional and the def2-TZVPD basis.

```
! wB97M-V def2-TZVPD RIJCOSX def2/J DEFGRID3
* xyz 0 1
C -6.5529 -0.5378 1.2423
C -5.2109 -0.6089 0.5736
C -4.7539 0.3948 -0.1659
C -3.4301 0.4685 -0.8633
H -3.5268 1.0967 -1.7511
H -3.0999 -0.5185 -1.1911
C -2.3560 1.0651 0.0666
C -1.0174 1.1352 -0.6199
C -0.1535 0.1337 -0.4973
C 1.2223 0.0113 -1.0890
N 2.2883 -0.0491 -0.0889
C 2.2438 1.0877 0.8236
H 1.6676 0.8525 1.7301
C 3.6453 1.5862 1.2451
C 4.3904 2.1825 0.0477
H 4.3909 1.4901 -0.7909
H 5.4190 2.3959 0.3271
H 3.9130 3.1068 -0.2672
O 4.4016 0.6093 1.9105
H 4.6523 -0.0806 1.2693
H 3.4921 2.3754 1.9929
H 1.7429 1.9159 0.3200
C 2.4041 -1.3381 0.5868
H 1.4901 -1.9359 0.5003
C 3.5925 -2.1511 0.0187
C 3.2463 -2.8985 -1.2698
H 4.1006 -3.4919 -1.5868
H 2.3999 -3.5612 -1.1109
H 3.0069 -2.1958 -2.0651
O 4.6956 -1.2957 -0.1890
H 4.3674 -0.5878 -0.7647
H 3.9185 -2.8749 0.7733
H 2.5918 -1.1647 1.6488
H 1.2715 -0.9038 -1.6854
H 1.4467 0.8538 -1.7473
H -0.4335 -0.7012 0.1347
C -0.8070 2.3742 -1.4369
H 0.0812 2.3223 -2.0587
H -1.6676 2.5437 -2.0822
H -0.7167 3.2371 -0.7759
H -2.2903 0.4408 0.9593
H -2.6702 2.0647 0.3734
H -5.3650 1.2837 -0.2598
C -4.4717 -1.8879 0.8312
H -5.1102 -2.7413 0.6048
H -3.5643 -1.9648 0.2414
H -4.2013 -1.9503 1.8856
H -7.2010 -1.3327 0.8735
H -7.0369 0.4176 1.0582
H -6.4455 -0.6733 2.3183
*
```

Results
Lowest unoccupied orbital energy: 0.0268 Ha
Kohn-Sham gap: 9.395 eV
Calculated total energy: -22679.149 eV
Energy above the lowest of the compared OMol25 structures with the same formula, charge and spin: 2.316 eV
HOMO energy: -8.666 eV

=====

# 3
A structure of composition C16H31NP2Sr. Source: the Open Molecules 2025 dataset; level of theory: the ωB97M-V functional and the def2-TZVPD basis.

```
! wB97M-V def2-TZVPD RIJCOSX def2/J DEFGRID3
* xyz 0 1
P -1.9389 -0.0074 -0.0673
P 0.5694 -1.9393 1.4280
C -1.8669 -1.8424 -0.0989
C -1.1642 -2.5171 1.0733
H -1.4009 -2.0979 -1.0551
H -2.9146 -2.1383 -0.1764
H -1.7914 -2.4004 1.9822
H -1.0289 -3.5838 0.8435
C 1.4115 -2.6313 -0.0016
H 2.4623 -2.3226 -0.0013
H 0.9703 -2.2517 -0.9296
H 1.3034 -3.7211 0.0704
C 1.0547 -3.0689 2.7740
H 1.1062 -4.0746 2.3299
H 0.3453 -3.0708 3.6188
H 2.0481 -2.7715 3.1511
C -3.2382 0.0592 -1.3900
H -3.6279 1.0673 -1.5776
H -4.0688 -0.5971 -1.1098
H -2.8304 -0.3237 -2.3395
C -2.7623 0.4146 1.4707
H -2.3333 -0.0867 2.3534
H -3.7827 0.0371 1.3682
H -2.7608 1.4950 1.6274
Sr 0.0103 0.2574 2.9143
C 2.8430 0.6398 -1.2253
C 2.4947 -0.1577 -2.2420
C 1.1502 -0.0161 -2.8861
C 0.8917 1.4269 -3.4049
C -0.3724 1.9409 -2.7780
C -0.4834 1.9143 -1.4491
C 0.5131 1.3661 -0.4184
C 2.0056 1.7467 -0.6479
C -0.3047 2.8020 2.6110
H 3.8302 0.4561 -0.7939
H 3.1458 -0.9646 -2.6370
H 0.3676 -0.3253 -2.1352
H 1.0381 -0.7040 -3.7532
H 1.7302 2.1104 -3.2104
H 0.7081 1.3748 -4.5043
H -1.2078 2.3522 -3.3852
H -1.3850 2.3217 -0.9376
H 0.4539 0.2386 -0.3425
H 0.2070 1.7607 0.5916
H 2.0424 2.6739 -1.2304
H 2.5086 1.9497 0.3182
H -0.3015 2.9597 3.6955
H -1.2242 3.1852 2.1553
H 0.5743 3.2918 2.1649
N 2.8918 2.2927 4.2441
C 2.1113 1.4798 3.9428
*
```

Results
Lowest unoccupied orbital energy: -0.0251 Ha
Kohn-Sham gap: 5.801 eV
Calculated total energy: -37993.131 eV
Energy above the lowest of the compared OMol25 structures with the same formula, charge and spin: 0.000 eV
HOMO energy: -6.483 eV

=====

# 4
A structure of composition C16H31O18Tl. Source: the Open Molecules 2025 dataset; level of theory: the ωB97M-V functional and the def2-TZVPD basis.

```
! wB97M-V def2-TZVPD RIJCOSX def2/J DEFGRID3
* xyz 2 1
Tl 4.0810 1.2359 0.3100
O -0.5970 0.0354 -0.5351
C 0.6091 0.4113 -0.2044
O 1.5641 -0.4116 -0.1677
O 0.9538 1.5677 0.0631
H -0.4295 -0.9205 -0.7504
C 3.5184 1.7709 5.1502
O 2.5099 0.7823 4.9802
C 2.3643 0.2251 3.8006
O 2.7977 0.7065 2.7607
O 1.6947 -0.8940 3.9382
C 1.4735 -1.7154 2.8007
H 3.3969 2.1986 6.1371
H 3.4571 2.5514 4.3906
H 4.5194 1.3468 5.0501
H 2.4193 -1.9674 2.3197
H 0.7812 -1.2070 2.1329
H 1.0543 -2.6737 3.0895
C -3.6039 1.1331 -0.1490
O -3.5564 0.3762 -1.3461
C -2.9658 0.9511 -2.3972
O -2.5244 2.0622 -2.4653
O -2.9309 0.0178 -3.3533
C -2.7759 0.4778 -4.7030
H -3.9270 2.1573 -0.3399
H -2.5849 1.1913 0.2581
H -4.2058 0.6477 0.6108
H -3.3089 1.4077 -4.8939
H -3.1548 -0.3106 -5.3446
H -1.7144 0.6450 -4.8971
C -0.9353 -4.3689 4.5993
O -1.4310 -4.3174 3.2498
C -1.8161 -3.1296 2.8137
O -1.7436 -2.0887 3.4143
O -2.3913 -3.3144 1.6116
C -2.6661 -2.1436 0.8607
H 0.1249 -4.1062 4.6320
H -0.9484 -5.4301 4.8385
H -1.4903 -3.7709 5.3123
H -3.7508 -1.9949 0.8138
H -2.4639 -2.4126 -0.1839
H -2.1235 -1.2805 1.2260
C 3.8203 6.1079 0.3594
O 3.0875 5.9722 -0.8474
C 2.7707 4.7503 -1.2255
O 3.0469 3.7349 -0.6073
O 2.1326 4.8125 -2.3755
C 1.6474 3.5798 -2.8918
H 3.2466 5.8648 1.2575
H 4.0984 7.1517 0.4661
H 4.7089 5.4774 0.3668
H 2.4776 2.9383 -3.1891
H 1.0910 3.7929 -3.8027
H 0.9433 3.1036 -2.2091
C 0.5005 -1.0523 -3.7570
O -0.3984 -2.1170 -3.9353
C -0.8535 -2.7074 -2.8440
O -0.4838 -2.5093 -1.6956
O -1.7516 -3.5933 -3.2136
C -2.3135 -4.4741 -2.2485
H 1.5159 -1.3392 -3.4527
H 0.2087 -0.3394 -2.9821
H 0.6644 -0.5188 -4.6892
H -2.4901 -3.9555 -1.3043
H -1.6747 -5.3171 -1.9874
H -3.2747 -4.8040 -2.6251
*
```

Results
Lowest unoccupied orbital energy: -0.4889 Ha
Kohn-Sham gap: 2.680 eV
Calculated total energy: -58621.782 eV
Energy above the lowest of the compared OMol25 structures with the same formula, charge and spin: 0.096 eV
HOMO energy: -15.982 eV

=====

# 5
A cluster of 4 separate species, C16H32Br6O3S in total. Source: the Open Molecules 2025 dataset; level of theory: the ωB97M-V functional and the def2-TZVPD basis.

```
! wB97M-V def2-TZVPD RIJCOSX def2/J DEFGRID3
* xyz 0 1
C -1.2066 0.5367 2.5849
C -1.9784 1.7382 1.9942
C -3.1634 1.3580 1.0797
C -3.0331 1.8228 -0.3852
C -2.8586 0.6552 -1.3590
C -1.4388 0.0970 -1.3663
C -0.4350 0.8134 -2.2941
C 0.9361 0.9604 -1.6797
C 0.9908 1.9422 -0.5202
C 0.3960 3.3318 -0.8722
S -0.1941 3.4246 -2.5456
O 0.9317 3.4520 -3.4271
O -1.1463 4.4867 -2.6288
O -1.0009 2.0841 -2.7647
H -1.4861 -0.3755 2.0552
H -0.1319 0.6474 2.4378
H -1.4166 0.3970 3.6425
H -2.3154 2.3698 2.8126
H -1.2800 2.3560 1.4249
H -3.2985 0.2753 1.1140
H -4.0765 1.7767 1.5058
H -3.8704 2.4549 -0.6724
H -2.1383 2.4413 -0.4564
H -3.1692 0.9337 -2.3651
H -3.5303 -0.1484 -1.0464
H -1.4878 -0.9366 -1.7133
H -1.0219 0.0590 -0.3568
H -0.3288 0.1949 -3.1853
H 1.2148 -0.0288 -1.3104
H 1.6749 1.2269 -2.4339
H 0.5296 1.5473 0.3848
H 2.0427 2.0983 -0.2788
H 1.1688 4.0951 -0.8367
H -0.4239 3.5982 -0.2125
Br -0.8462 2.7966 5.2708
C -0.5728 4.6286 5.8581
C -0.7172 5.5967 4.7137
Br 0.8245 5.5538 3.5283
H 0.4109 4.6674 6.3138
H -1.3325 4.8176 6.6129
H -0.7767 6.6176 5.0834
H -1.5851 5.3806 4.0995
Br 1.7685 -1.6559 0.6737
C 1.8289 -3.4319 -0.1209
C 2.7655 -3.4829 -1.2957
Br 1.9968 -2.6188 -2.8626
H 0.8094 -3.6828 -0.3946
H 2.1688 -4.0980 0.6687
H 2.9470 -4.5137 -1.5875
H 3.7099 -2.9871 -1.0978
Br 4.1136 -7.1504 -1.1397
C 3.6314 -7.9766 -2.8354
C 2.1564 -8.2636 -2.9221
Br 1.6513 -9.7999 -1.8446
H 4.2347 -8.8737 -2.9228
H 3.9245 -7.2636 -3.6026
H 1.8815 -8.5157 -3.9435
H 1.5526 -7.4300 -2.5790
*
```

Results
Lowest unoccupied orbital energy: 0.0105 Ha
Kohn-Sham gap: 10.575 eV
Calculated total energy: -454343.667 eV
HOMO energy: -10.290 eV

=====

# 6
A cluster of 3 separate species, C16H32BrFN4O12P3S in total. Source: the Open Molecules 2025 dataset; level of theory: the ωB97M-V functional and the def2-TZVPD basis.

```
! wB97M-V def2-TZVPD RIJCOSX def2/J DEFGRID3
* xyz 1 1
N 4.9775 1.1050 -1.1770
C 4.1447 -0.0544 -1.1692
N 4.8355 -1.2738 -0.9479
P 4.9537 -2.0907 -2.5665
O 6.2458 -3.1415 -2.5037
Br 5.4878 -0.5674 -4.1457
N 2.8328 -0.0309 -1.3565
C 1.9818 -1.2641 -1.3289
C 0.6271 -1.1109 -0.5498
C -0.5834 -1.2945 -1.5500
O -0.5112 -1.0617 -2.7343
N -1.8397 -1.8202 -1.0518
C -2.9351 -0.9481 -1.4935
C -4.2156 -1.5347 -1.9110
C -5.3184 -0.6905 -2.3760
C -5.1759 0.7634 -2.4569
C -3.9261 1.3724 -2.0216
C -2.8507 0.5168 -1.5499
S 2.1991 1.5667 -1.6888
O 2.8270 2.1280 -2.8596
O 2.2690 2.3949 -0.5098
F 0.6285 1.4564 -2.0651
H 5.1151 1.4746 -2.1222
H 4.6671 1.8130 -0.5070
H 5.8064 -1.0470 -0.6754
H 5.8348 -4.0305 -2.5069
H 2.5144 -2.1408 -0.8612
H 1.8462 -1.5641 -2.4086
H 0.4967 -0.0904 -0.0900
H 0.4705 -1.8498 0.2747
H -1.7669 -1.8432 -0.0301
H -4.4084 -2.6363 -1.8875
H -6.2888 -1.1494 -2.6839
H -5.9755 1.4368 -2.8358
H -3.7439 2.4727 -2.0493
H -1.8888 0.9918 -1.2486
C -6.7163 5.9619 2.0927
O -5.9991 5.2143 1.1101
P -6.8230 4.4269 0.0001
O -6.0181 3.5657 -0.8721
O -7.6310 5.5771 -0.7615
C -6.8721 6.5611 -1.4625
O -7.9556 3.6916 0.8386
C -8.9794 3.0171 0.1066
H -6.1972 6.9058 2.2572
H -7.7384 6.1771 1.7777
H -6.7386 5.3977 3.0249
H -5.8187 6.2874 -1.5412
H -6.9577 7.5111 -0.9334
H -7.2853 6.6735 -2.4641
H -9.4374 3.6888 -0.6205
H -9.7420 2.6923 0.8118
H -8.5655 2.1444 -0.4004
C 5.0250 -2.7143 2.2225
O 4.7899 -4.0891 2.4961
P 5.9944 -4.9741 3.0601
O 5.7114 -6.4043 3.1660
O 6.3762 -4.2634 4.4388
C 5.3878 -4.2519 5.4698
O 7.2071 -4.5780 2.1086
C 8.5001 -5.0830 2.4527
H 4.1604 -2.1386 2.5565
H 5.9114 -2.3385 2.7368
H 5.1498 -2.5825 1.1469
H 4.5468 -4.9076 5.2390
H 5.0241 -3.2309 5.5945
H 5.8490 -4.5810 6.3998
H 8.7457 -4.8362 3.4860
H 9.2322 -4.6146 1.7975
H 8.5310 -6.1634 2.3097
*
```

Results
Lowest unoccupied orbital energy: -0.1858 Ha
Kohn-Sham gap: 5.656 eV
Calculated total energy: -159099.170 eV
HOMO energy: -10.712 eV

=====

Repeat the fourth record exactly.
A structure of composition C16H31O18Tl. Source: the Open Molecules 2025 dataset; level of theory: the ωB97M-V functional and the def2-TZVPD basis.

```
! wB97M-V def2-TZVPD RIJCOSX def2/J DEFGRID3
* xyz 2 1
Tl 4.0810 1.2359 0.3100
O -0.5970 0.0354 -0.5351
C 0.6091 0.4113 -0.2044
O 1.5641 -0.4116 -0.1677
O 0.9538 1.5677 0.0631
H -0.4295 -0.9205 -0.7504
C 3.5184 1.7709 5.1502
O 2.5099 0.7823 4.9802
C 2.3643 0.2251 3.8006
O 2.7977 0.7065 2.7607
O 1.6947 -0.8940 3.9382
C 1.4735 -1.7154 2.8007
H 3.3969 2.1986 6.1371
H 3.4571 2.5514 4.3906
H 4.5194 1.3468 5.0501
H 2.4193 -1.9674 2.3197
H 0.7812 -1.2070 2.1329
H 1.0543 -2.6737 3.0895
C -3.6039 1.1331 -0.1490
O -3.5564 0.3762 -1.3461
C -2.9658 0.9511 -2.3972
O -2.5244 2.0622 -2.4653
O -2.9309 0.0178 -3.3533
C -2.7759 0.4778 -4.7030
H -3.9270 2.1573 -0.3399
H -2.5849 1.1913 0.2581
H -4.2058 0.6477 0.6108
H -3.3089 1.4077 -4.8939
H -3.1548 -0.3106 -5.3446
H -1.7144 0.6450 -4.8971
C -0.9353 -4.3689 4.5993
O -1.4310 -4.3174 3.2498
C -1.8161 -3.1296 2.8137
O -1.7436 -2.0887 3.4143
O -2.3913 -3.3144 1.6116
C -2.6661 -2.1436 0.8607
H 0.1249 -4.1062 4.6320
H -0.9484 -5.4301 4.8385
H -1.4903 -3.7709 5.3123
H -3.7508 -1.9949 0.8138
H -2.4639 -2.4126 -0.1839
H -2.1235 -1.2805 1.2260
C 3.8203 6.1079 0.3594
O 3.0875 5.9722 -0.8474
C 2.7707 4.7503 -1.2255
O 3.0469 3.7349 -0.6073
O 2.1326 4.8125 -2.3755
C 1.6474 3.5798 -2.8918
H 3.2466 5.8648 1.2575
H 4.0984 7.1517 0.4661
H 4.7089 5.4774 0.3668
H 2.4776 2.9383 -3.1891
H 1.0910 3.7929 -3.8027
H 0.9433 3.1036 -2.2091
C 0.5005 -1.0523 -3.7570
O -0.3984 -2.1170 -3.9353
C -0.8535 -2.7074 -2.8440
O -0.4838 -2.5093 -1.6956
O -1.7516 -3.5933 -3.2136
C -2.3135 -4.4741 -2.2485
H 1.5159 -1.3392 -3.4527
H 0.2087 -0.3394 -2.9821
H 0.6644 -0.5188 -4.6892
H -2.4901 -3.9555 -1.3043
H -1.6747 -5.3171 -1.9874
H -3.2747 -4.8040 -2.6251
*
```

Results
Lowest unoccupied orbital energy: -0.4889 Ha
Kohn-Sham gap: 2.680 eV
Calculated total energy: -58621.782 eV
Energy above the lowest of the compared OMol25 structures with the same formula, charge and spin: 0.096 eV
HOMO energy: -15.982 eV

=====

Question: Number 4 is which compound?
Answer: C16H31O18Tl

=====

Question: Which formula does entry 5 have?
Answer: C16H32Br6O3S

=====

Question: Which of these has the highest calculated total energy?
Answer: C16H31NO2